# 1
Entry from the OMol25 dataset: one molecule with the formula C3H6Cl2FNO3S2 in a non-equilibrium geometry (ωB97M-V/def2-TZVPD).

E ... -2214.9022 hartree
HOMO ... -0.34875 Ha
LUMO level ... 0.30 eV
SMILES string ... CN(C)S(=O)(=O)OSC(F)(Cl)Cl

```
18
Properties=species:S:1:pos:R:3:lowdin_charge:R:1
C 1.9546 0.5433 0.2814 -0.12
C 0.7478 -0.4676 -1.5326 -0.11
C -2.4779 1.0091 0.2588 -1.40
N 0.6468 -0.0331 -0.1402 -0.45
O -0.6155 -0.3588 1.9257 -0.65
O 1.3112 -1.9516 1.4485 -0.23
O -0.6859 -2.1363 0.1596 -0.26
F -2.0063 0.9854 -1.0446 -0.13
S -1.0776 1.1323 1.5387 0.89
S 0.2285 -1.3010 0.8096 0.53
Cl -3.3082 -0.5073 0.6422 0.66
Cl -3.6225 2.4140 0.2975 0.59
H 2.6926 0.0018 -0.3550 0.08
H 1.8895 1.6452 -0.1866 0.13
H 2.2296 0.7522 1.3986 0.13
H 0.7688 0.5539 -2.0448 0.12
H 1.5468 -1.2265 -1.7488 0.11
H -0.2222 -1.0550 -1.7081 0.10
```

# 2
Entry from the OMol25 dataset: one molecule with the formula C3H7NO2S in a non-equilibrium geometry (ωB97M-V/def2-TZVPD).

E ... -721.8780 hartree
HOMO ... -0.32945 Ha
LUMO level ... 0.59 eV
SMILES string ... N[C@@H](CS)C(=O)O

```
14
Properties=species:S:1:pos:R:3:lowdin_charge:R:1
O -1.3159 -2.2364 -0.0951 0.10
C -0.8896 -1.1468 -0.4675 -0.52
O -0.7326 -0.7260 -1.7628 0.04
C -0.5228 -0.0554 0.3827 -0.23
C 0.9538 0.7406 -0.4145 -0.41
S 1.5532 2.4225 0.2200 0.67
N 0.1309 -0.6262 1.5944 0.04
H -1.0336 -1.4749 -2.3732 0.17
H -1.2474 0.7341 0.3220 0.13
H 1.7998 0.0306 -0.1602 0.07
H 0.7698 0.5217 -1.4506 0.02
H 0.4773 3.0758 0.0309 -0.22
H 0.5391 0.0635 2.2442 0.09
H -0.4821 -1.3230 1.9296 0.05
```

# 3
Entry from the OMol25 dataset: C13H23INPPd as an isolated structure in a non-equilibrium geometry (ωB97M-V/def2-TZVPD).

Charge ... +2
Spin multiplicity ... 5
E ... -1330.0560 hartree
HOMO (spin up / spin down) ... -0.45997 / -0.56907 Ha
LUMO level (spin up / spin down) ... -5.60 / -9.78 eV

```
40
Properties=species:S:1:pos:R:3:lowdin_charge:R:1
C 1.8986 2.2043 -3.5225 -0.01
C 1.0528 2.7238 -2.5558 -0.03
C 0.5327 1.8978 -1.5411 -0.25
C 1.0913 0.6304 -1.3736 -0.14
C 1.8736 0.0755 -2.3844 -0.29
C 2.2480 0.8569 -3.4827 0.00
C -0.5773 2.4315 -0.7014 -0.17
C -1.7503 2.9815 -1.5647 -0.11
N -2.5703 1.9750 -2.1734 -0.10
Pd 0.9923 -0.3704 0.4555 0.26
C 2.2958 -1.3608 -2.2837 -0.26
P 1.3313 -2.0886 -0.9012 0.75
H 0.7425 3.7683 -2.5848 0.13
H 2.8273 0.3943 -4.2838 0.14
H 2.2808 2.8530 -4.3089 0.13
H 3.3613 -1.4768 -2.0332 0.12
H 2.0985 -1.9353 -3.2026 0.11
H -0.9472 1.6866 0.0098 0.03
H -0.2104 3.2626 -0.0804 0.13
H -2.3952 3.5674 -0.8834 0.16
C 2.1196 -3.5767 -0.2816 -0.23
C -0.1819 -2.6084 -1.7371 -0.23
H -1.3625 3.6427 -2.3547 0.13
C -2.5509 1.7286 -3.5803 0.02
C -3.5195 1.2635 -1.3690 0.02
H 1.7441 -1.6939 1.3622 0.02
H -3.3490 2.2822 -4.1105 0.15
H -1.5852 2.0408 -4.0040 0.11
H -2.7182 0.6524 -3.7679 0.12
H -4.4952 1.7874 -1.3190 0.15
H -3.6875 0.2591 -1.7915 0.12
H -3.1386 1.1785 -0.3374 0.11
H 0.0804 -3.1219 -2.6749 0.07
H -0.7309 -3.2737 -1.0570 0.06
H -0.7944 -1.7260 -1.9637 0.04
H 2.8621 -3.9548 -0.9960 0.07
H 2.6122 -3.3538 0.6686 0.04
H 1.3339 -4.3268 -0.1154 0.07
H 1.5663 -1.1743 1.9204 -0.01
I 0.5454 1.2751 2.5377 0.57
```

# 4
Entry from the OMol25 dataset: C6H10O as an isolated structure (ωB97M-V/def2-TZVPD).

E ... -309.6552 hartree
HOMO ... -0.29064 Ha
LUMO level ... 0.39 eV

```
17
Properties=species:S:1:pos:R:3:lowdin_charge:R:1
O 0.9597 1.4331 0.4656 -0.08
C 0.8886 1.2786 -0.7443 -0.18
C -0.1079 0.4541 -1.5093 -0.17
C -1.2552 -0.1080 -0.6789 -0.21
C -0.8905 -1.2502 0.2348 -0.20
C 0.3264 -1.7416 0.4412 -0.02
C 1.0524 0.6259 2.1470 0.09
H 1.6213 1.8182 -1.3760 0.14
H -0.4904 1.1076 -2.3087 0.12
H 0.4383 -0.3450 -2.0367 0.13
H -2.0395 -0.4579 -1.3631 0.11
H -1.7035 0.7140 -0.1004 0.12
H -1.7261 -1.6942 0.7765 0.10
H 0.4874 -2.5700 1.1245 0.06
H 1.2236 -1.3234 -0.0074 0.06
H -0.0239 0.4374 2.3494 -0.04
H 1.2391 1.6213 2.5861 -0.04
```

# 5
Entry from the OMol25 dataset: an isolated ion of composition C4H7IN and charge +1 in a non-equilibrium geometry (ωB97M-V/def2-TZVPD).

Charge ... +1
E ... -508.7099 hartree
HOMO ... -0.48294 Ha
LUMO level ... -5.65 eV
SMILES string ... C=[NH+]CC(=C)I

```
13
Properties=species:S:1:pos:R:3:lowdin_charge:R:1
C -1.1700 0.5246 1.0350 -0.05
C -0.4905 -0.7797 -1.4187 0.13
C 1.0945 0.2317 -0.0752 -0.20
C 0.1119 0.7220 1.0944 -0.74
N 0.6005 -0.8258 -0.7964 0.04
I 1.1655 1.5992 2.7317 0.92
H -1.8724 0.6966 1.9364 0.12
H -1.5105 0.0305 0.0741 0.05
H -0.9969 -1.6293 -1.8723 0.14
H -0.9342 0.1605 -1.8636 0.16
H 1.1717 1.0288 -0.6977 0.11
H 2.0531 0.0070 0.4135 0.12
H 0.7772 -1.7661 -0.5613 0.18
```

# 6
Entry from the OMol25 dataset: a 13-piece molecular cluster, C6H37NO12 overall in a non-equilibrium geometry (ωB97M-V/def2-TZVPD).

E ... -1208.3103 hartree
HOMO ... -0.33829 Ha
LUMO level ... 0.08 eV

```
56
Properties=species:S:1:pos:R:3:lowdin_charge:R:1
C 0.9594 3.6887 -0.4114 -0.22
C 0.2756 2.9086 0.7728 -0.16
C -0.9236 1.9912 0.4296 -0.15
C 0.0148 0.5320 -1.3630 0.01
C -0.3740 0.6199 -0.0902 -0.30
C 0.0954 -0.2631 1.0517 -0.06
N 0.0902 3.9735 -1.5279 -0.02
H 1.1584 4.6728 0.0185 0.11
H 1.8448 3.1007 -0.6019 0.10
H 0.9675 2.3042 1.3502 0.09
H -0.1512 3.6146 1.4989 0.10
H -1.5572 2.3532 -0.3801 0.09
H -1.4140 1.7250 1.3745 0.11
H 0.0185 1.3374 -2.0816 0.05
H 0.1784 -0.4840 -1.7231 0.05
H 1.1406 -0.4709 1.1986 0.04
H -0.5945 -1.1374 0.9749 0.07
H -0.3764 -0.0254 2.0070 0.06
H -0.3646 4.8670 -1.6526 0.10
H -0.7403 3.3899 -1.5840 0.06
H -4.4606 -2.2871 -1.1906 0.04
H -3.0863 -3.0955 -1.0718 0.00
O -3.8468 -2.7454 -0.6158 -0.03
H 2.9914 0.5211 0.0929 0.02
H 3.9980 -0.0199 0.8689 0.05
O 3.1805 0.4673 1.0592 -0.09
H -1.3377 -3.7449 -0.3676 0.05
H -1.2463 -2.4627 -1.0015 0.03
O -0.7410 -3.2965 -0.9877 -0.04
H -3.7066 0.0359 -2.2382 0.04
H -2.3238 0.1458 -2.9698 0.05
O -2.8234 -0.3402 -2.3087 -0.05
H 1.0719 -2.4937 -1.7981 0.02
H 2.5710 -2.6796 -2.1993 0.06
O 1.9429 -2.7468 -1.4850 -0.04
H 1.1017 0.1298 4.4702 0.03
H 1.9777 0.7878 3.4676 0.03
O 1.7392 -0.0915 3.7863 -0.05
H 3.1572 -1.5031 1.1688 -0.02
H 2.5288 -2.7077 0.4815 -0.01
O 3.0656 -2.4652 1.2409 -0.06
H -3.9693 0.1856 1.0538 0.01
H -3.5370 -0.3974 -0.2550 -0.01
O -4.0854 0.3037 0.1227 -0.05
H 0.2112 -3.1215 1.8013 0.01
H -0.0918 -3.5749 3.1854 0.05
O -0.3234 -3.7684 2.2719 -0.04
H 0.9176 3.3290 -2.8215 -0.03
H 1.8288 2.1540 -3.1982 0.00
O 1.3961 2.9122 -3.6077 -0.12
H -2.1102 -2.1882 2.9294 0.01
H -2.9603 -0.7103 2.8710 0.03
O -2.2420 -1.2962 2.6898 -0.02
H 3.7501 -0.8435 -1.8273 0.04
H 2.1652 -0.7260 -1.4326 0.00
O 3.0492 -0.3639 -1.4461 -0.03
```